Formula: H16O8
Source: OMol25
Level of theory: ωB97M-V/def2-TZVPD

Cartesian coordinates (Å):
H: -4.52636 1.26586 0.69680
O: -4.23941 1.69761 1.50935
H: -3.46740 -3.75859 0.01338
O: -0.00758 -0.68214 -0.81204
H: 4.48809 -1.83575 0.83077
O: -3.93584 0.01593 -1.45735
H: 4.29612 0.36482 -1.88102
O: -0.44532 3.71114 -0.29229
H: 0.15812 -1.20197 -0.01748
H: 4.86111 1.10728 1.31222
H: 3.03577 -0.43211 -1.58696
H: -3.28328 1.57603 1.51446
H: -0.77211 -0.14157 -0.58341
H: -4.37779 0.37787 -2.23367
H: 0.38445 3.76213 0.19543
H: -4.25621 -0.89171 -1.40697
O: -3.95477 -3.43223 0.77820
H: 4.21741 -2.07535 -0.64550
O: 4.93131 -2.04738 0.00146
O: 3.37578 0.46935 -1.61449
H: -4.31452 -4.22883 1.18440
O: 4.41482 0.54246 1.95315
H: -1.03294 3.22256 0.29508
H: 3.47762 0.69147 1.78454

Values from the calculation:
Kohn-Sham gap in hartree: 0.417
HOMO in hartree: -0.418
SMILES: O.O.O.O.O.O.O.O
Energy above the lowest of the compared OMol25 structures with the same formula, charge and spin in eV: 2.7715